# 1
Computed, not measured: a structure of composition C36H49FeN6O3S2, with wB97M-V/def2-TZVPD.

Calculated values
E_tot	-4015.42860	Eh
total charge	+1
F_max	0.40	eV/Å
frontier orbital gap	8.728	eV

Element x y z (Å)
Fe1 -0.038 -0.933 0.480
S1 0.420 5.277 0.028
S2 -1.278 -4.096 0.753
O1 -0.342 -5.043 0.208
O2 -1.223 -3.802 2.174
O3 -1.138 2.170 0.329
N1 1.783 -1.871 0.394
N2 -0.315 -1.347 -1.550
N3 -0.093 -1.153 2.518
N4 1.133 0.789 0.495
N5 -1.113 -2.658 0.050
N6 -1.976 -0.045 0.751
C1 2.557 0.449 0.702
C2 -0.268 4.841 -5.184
C3 -6.809 -6.316 -0.316
C4 2.255 -1.974 2.887
C5 -0.313 6.554 -3.496
C6 -2.080 8.825 1.497
C7 -2.353 -0.470 2.122
C8 -1.420 -3.314 -2.357
C9 -0.973 -2.502 -1.308
C10 0.975 1.684 -0.669
C11 -1.205 -2.889 -3.650
C12 2.863 -0.912 0.094
C13 -1.869 6.871 0.099
C14 -2.896 -4.724 0.423
C15 -2.796 9.473 0.497
C16 -0.719 6.071 -4.735
C17 -0.554 -1.679 -3.895
C18 0.998 4.580 -3.157
C19 -1.378 5.465 -0.124
C20 -0.130 -0.945 -2.812
C21 -5.437 -5.754 -0.072
C22 -2.588 7.525 -0.894
C23 -0.493 1.934 -0.926
C24 -4.005 -4.146 1.029
C25 -1.619 7.535 1.298
C26 -5.263 -4.657 0.773
C27 -1.166 -0.294 3.037
C28 -2.281 1.386 0.496
C29 1.139 -1.000 3.301
C30 -3.043 -5.827 -0.403
C31 0.543 5.814 -2.692
C32 0.969 6.328 -1.343
C33 -3.051 8.821 -0.697
C34 -4.311 -6.331 -0.650
C35 2.041 -2.725 1.576
C36 0.600 4.097 -4.392
H1 2.930 -3.325 1.360
H2 -0.948 1.060 -1.396
H3 0.929 -1.120 4.368
H4 1.700 -2.489 -0.407
H5 -1.425 -0.551 4.069
H6 -0.424 -2.121 2.598
H7 -2.523 -0.606 0.106
H8 -3.610 9.317 -1.479
H9 0.975 3.146 -4.748
H10 1.680 4.004 -2.541
H11 2.771 0.438 1.766
H12 -2.609 -1.527 2.084
H13 -3.223 0.079 2.487
H14 -1.695 5.105 -1.105
H15 2.057 6.346 -1.260
H16 -0.579 4.467 -6.151
H17 0.812 1.345 1.282
H18 2.359 -2.756 3.640
H19 -0.823 0.745 3.029
H20 -1.927 -4.243 -2.153
H21 2.956 -0.838 -0.991
H22 -7.148 -6.883 0.553
H23 3.204 1.210 0.259
H24 -1.046 7.038 2.072
H25 -0.661 7.521 -3.152
H26 -3.153 10.483 0.653
H27 -2.795 7.013 -1.826
H28 1.454 0.037 3.178
H29 -1.880 9.330 2.433
H30 0.392 -0.005 -2.949
H31 1.437 1.226 -1.545
H32 -2.926 1.455 -0.385
H33 -1.385 6.662 -5.351
H34 -0.378 -1.323 -4.899
H35 -2.810 1.803 1.353
H36 -1.547 -3.497 -4.477
H37 1.483 2.631 -0.469
H38 1.202 -3.407 1.698
H39 -7.534 -5.522 -0.490
H40 3.206 -1.437 2.892
H41 -3.881 -3.325 1.721
H42 3.824 -1.272 0.473
H43 -6.128 -4.211 1.249
H44 -6.817 -6.985 -1.174
H45 0.608 7.344 -1.179
H46 -0.617 2.796 -1.587
H47 -2.166 -6.299 -0.828
H48 -4.424 -7.195 -1.293
H49 -1.775 4.778 0.625

# 2
Computed, not measured: a structure of composition C36H49MnN5P2Si in a non-equilibrium geometry, with wB97M-V/def2-TZVPD.

Calculated values
E_tot	-3797.81104	Eh
F_max	4.41	eV/Å
expectation value of S²	8.951
2S+1	6
frontier orbital gap (alpha / beta)	5.487 / 2.310	eV

Element x y z (Å)
Mn1 -0.746 0.399 -1.697
P1 1.560 0.074 0.673
P2 -1.467 1.597 0.495
Si1 0.552 -4.258 0.549
N1 2.914 -0.597 1.512
N2 0.044 -2.763 1.324
N3 2.403 -0.149 -1.031
N4 -2.079 1.628 2.114
N5 -2.831 2.523 -0.221
C1 -4.367 4.066 -0.821
C2 1.408 1.866 1.074
C3 5.099 -1.134 1.880
C4 -1.220 -1.218 4.369
C5 -3.570 1.989 -1.310
C6 -2.153 -3.460 4.137
C7 3.068 -1.270 -1.558
C8 -1.668 -3.565 2.836
C9 -0.616 2.985 -2.485
C10 -0.849 1.901 -3.310
C11 -1.930 -2.302 4.911
C12 -3.682 1.412 3.689
C13 -3.314 3.800 0.041
C14 2.062 1.899 -3.521
C15 0.063 2.611 0.686
C16 1.324 -0.926 -2.973
C17 1.515 -5.131 1.869
C18 1.334 0.080 -1.952
C19 2.929 -1.730 2.367
C20 -0.752 -2.536 2.356
C21 -0.206 1.756 -4.698
C22 -0.894 -5.072 -0.328
C23 0.365 4.155 -2.615
C24 1.733 3.916 -1.991
C25 -3.283 0.987 2.444
C26 -1.946 -1.370 -1.108
C27 -1.736 2.452 3.198
C28 -4.505 2.936 -1.690
C29 4.240 -0.314 1.157
C30 -0.634 -1.300 3.113
C31 2.389 -1.795 -2.674
C32 1.268 2.237 -4.722
C33 1.753 -4.039 -0.878
C34 2.283 2.563 -2.356
C35 4.266 -2.075 2.599
C36 -2.702 2.337 4.169
H1 -0.516 -5.714 -1.142
H2 -0.188 0.682 -4.921
H3 -4.974 4.958 -0.876
H4 3.986 -1.681 -1.191
H5 -2.921 -1.396 -1.663
H6 1.708 3.997 -0.899
H7 -1.434 -5.698 0.395
H8 -2.317 -2.217 5.931
H9 -2.199 -1.419 -0.032
H10 -0.867 3.086 3.157
H11 -0.785 2.180 -5.565
H12 -2.734 -4.290 4.546
H13 -2.876 4.363 0.848
H14 -0.089 5.016 -2.075
H15 2.524 -3.315 -0.642
H16 -1.862 1.446 -3.321
H17 2.413 4.760 -2.223
H18 6.167 -1.038 1.924
H19 1.244 -3.638 -1.753
H20 1.559 2.000 2.160
H21 -4.574 1.112 4.215
H22 0.531 -0.965 -3.727
H23 2.047 -5.985 1.436
H24 0.818 -5.461 2.648
H25 0.246 3.144 -0.264
H26 -1.121 -0.299 4.948
H27 3.136 2.203 -1.755
H28 0.748 1.127 -1.875
H29 -0.212 3.379 1.433
H30 -3.402 0.968 -1.660
H31 -1.593 -4.339 -0.765
H32 2.631 0.972 -3.686
H33 -3.739 0.341 1.723
H34 0.469 4.487 -3.676
H35 1.727 1.682 -5.537
H36 -1.869 -4.444 2.179
H37 -1.443 -2.335 -1.328
H38 1.291 3.243 -5.141
H39 -5.183 2.856 -2.536
H40 2.503 -2.785 -3.095
H41 4.602 -2.909 3.197
H42 2.239 -4.454 2.341
H43 2.253 -4.977 -1.125
H44 -1.386 3.190 -1.720
H45 -0.038 -0.474 2.680
H46 -2.691 2.876 5.106
H47 2.282 2.371 0.635
H48 4.473 0.410 0.392
H49 1.995 -2.183 2.672

# 3
Computed, not measured: a structure of composition C36H50BrFeN3OP2 in a non-equilibrium geometry, with wB97M-V/def2-TZVPD.

Calculated values
E_tot	-6161.05985	Eh
total charge	+2
F_max	4.41	eV/Å
expectation value of S²	6.018
2S+1	5
frontier orbital gap (alpha / beta)	7.127 / 6.306	eV

Element x y z (Å)
Br1 -6.857 2.475 1.189
Fe1 -1.231 -0.292 0.386
P1 1.659 -0.287 -1.074
P2 -1.669 -1.365 -2.141
O1 0.282 -0.401 1.711
N1 0.307 -0.304 4.056
N2 2.942 4.770 -3.241
N3 -0.435 0.329 5.005
C1 3.288 -3.210 4.719
C2 2.866 0.816 -0.177
C3 -4.044 -2.933 -1.501
C4 -2.641 -2.521 -1.071
C5 -0.244 0.190 6.436
C6 -0.705 -2.399 -3.328
C7 -4.384 1.264 0.653
C8 -0.284 2.827 -1.468
C9 3.500 -2.592 -1.372
C10 1.084 -2.331 5.231
C11 -2.409 2.312 -0.326
C12 -3.069 1.201 0.238
C13 -1.262 1.215 4.415
C14 -0.088 0.142 2.818
C15 3.492 -2.178 3.785
C16 0.882 3.362 -2.030
C17 -3.126 3.524 -0.470
C18 -3.342 -0.902 -4.478
C19 2.844 4.792 -1.915
C20 3.608 0.407 -3.208
C21 -1.063 2.133 -0.778
C22 -5.032 2.473 0.542
C23 2.499 -1.217 3.583
C24 4.326 0.409 0.008
C25 1.049 3.348 -3.443
C26 -1.349 -3.688 -3.828
C27 -2.175 2.094 5.179
C28 -1.065 1.156 3.054
C29 1.843 4.075 -1.247
C30 2.272 -2.009 -0.674
C31 -2.813 -0.342 -3.156
C32 2.081 4.106 -4.006
C33 2.085 -3.284 5.439
C34 1.305 -1.293 4.316
C35 2.194 -0.050 -2.866
C36 -4.442 3.609 -0.020
H1 -2.883 1.528 5.805
H2 0.245 -2.626 -2.812
H3 3.702 0.461 -4.300
H4 1.770 4.105 -0.157
H5 -4.463 -3.547 -0.691
H6 -1.631 2.817 5.809
H7 2.813 1.794 -0.680
H8 4.381 -0.289 -2.860
H9 2.639 -0.396 2.872
H10 -1.553 1.741 2.289
H11 -2.795 0.107 0.331
H12 0.601 -0.454 6.677
H13 -2.231 -3.508 -4.458
H14 3.584 5.371 -1.351
H15 -2.233 0.579 -3.350
H16 1.479 0.705 -3.231
H17 -2.005 -3.413 -0.947
H18 4.422 -2.122 3.213
H19 1.916 -4.089 6.156
H20 1.966 -0.993 -3.387
H21 -2.657 4.395 -0.920
H22 -2.758 2.664 4.442
H23 -3.964 -1.799 -4.349
H24 3.649 -3.622 -1.018
H25 2.202 4.143 -5.095
H26 -1.614 -4.369 -3.009
H27 4.069 -3.957 4.884
H28 4.866 0.295 -0.940
H29 -2.540 -1.115 -5.196
H30 -0.598 -4.188 -4.451
H31 -3.642 -0.058 -2.488
H32 -3.977 -0.122 -4.918
H33 4.848 1.202 0.562
H34 0.132 -2.389 5.767
H35 2.408 -2.031 0.418
H36 1.399 -2.646 -0.899
H37 3.831 1.411 -2.827
H38 -4.058 -3.551 -2.410
H39 4.444 -0.514 0.587
H40 -5.033 4.512 -0.085
H41 2.399 0.951 0.810
H42 -1.146 -0.227 6.900
H43 -4.716 -2.076 -1.637
H44 4.424 -2.047 -1.145
H45 -4.866 0.375 1.046
H46 3.389 -2.646 -2.462
H47 -0.468 -1.734 -4.177
H48 0.350 2.800 -4.077
H49 -2.709 -2.036 -0.064
H50 -0.070 1.179 6.876

# 4
Computed, not measured: a structure of composition C36H50CrN5P2Si2 in a non-equilibrium geometry, with wB97M-V/def2-TZVPD.

Calculated values
E_tot	-3981.84920	Eh
F_max	3.31	eV/Å
expectation value of S²	3.802
2S+1	4
frontier orbital gap (alpha / beta)	7.468 / 8.218	eV

Element x y z (Å)
Cr1 -1.015 -0.318 0.142
P1 1.187 -0.190 1.420
P2 0.980 -0.166 -1.520
Si1 -1.277 -0.201 -3.535
Si2 -0.953 -0.448 3.608
N1 -3.387 1.434 0.563
N2 -0.585 -0.207 -1.955
N3 -0.339 -0.393 1.989
N4 -3.396 -2.308 -0.037
N5 -2.428 1.235 -0.472
C1 1.923 0.784 -2.752
C2 2.162 0.806 2.590
C3 3.538 2.445 4.350
C4 -3.361 3.855 0.788
C5 2.352 2.148 2.291
C6 0.806 -2.903 -1.954
C7 -0.919 1.326 4.331
C8 3.135 -4.326 1.678
C9 1.660 -1.847 -1.675
C10 3.258 1.071 -4.722
C11 -1.654 1.618 -4.050
C12 1.757 -4.212 1.559
C13 2.690 -4.375 -2.074
C14 3.028 -2.059 -1.564
C15 -5.317 2.492 1.552
C16 1.830 2.165 -2.625
C17 3.541 -3.329 -1.754
C18 3.356 -1.941 1.604
C19 2.436 2.995 -3.547
C20 3.039 2.967 3.169
C21 -2.764 -1.014 3.405
C22 2.682 0.278 3.765
C23 3.934 -3.193 1.693
C24 1.062 0.716 -0.035
C25 1.975 -1.826 1.513
C26 2.652 0.236 -3.800
C27 -0.191 -0.986 -4.904
C28 3.146 2.446 -4.603
C29 -4.236 2.637 0.476
C30 -2.927 -1.155 -3.431
C31 1.324 -4.165 -2.171
C32 3.363 1.101 4.643
C33 1.176 -2.962 1.469
C34 -0.034 -1.628 4.807
C35 -2.503 -1.584 0.061
C36 -4.905 2.762 -0.900
H1 4.604 -3.504 -1.665
H2 -2.635 4.034 -0.003
H3 -2.832 -2.143 -3.866
H4 2.743 -0.839 -3.892
H5 2.558 -0.775 3.978
H6 -2.654 1.927 -3.763
H7 -3.257 -1.292 -2.407
H8 5.008 -3.288 1.784
H9 3.591 -5.303 1.763
H10 -0.258 -2.711 -2.016
H11 1.137 -5.097 1.550
H12 3.620 3.094 -5.326
H13 0.458 -1.764 -4.510
H14 0.439 -0.242 -5.385
H15 -3.225 -0.501 2.565
H16 3.824 0.641 -5.537
H17 -2.829 3.683 1.720
H18 0.472 -1.085 5.597
H19 -4.183 2.976 -1.687
H20 -3.967 4.750 0.893
H21 -5.930 1.613 1.366
H22 -0.951 2.328 -3.625
H23 3.669 -1.218 -1.336
H24 0.704 -2.250 4.312
H25 -5.420 1.831 -1.132
H26 -5.958 3.371 1.550
H27 -5.638 3.565 -0.902
H28 2.367 4.068 -3.447
H29 -0.746 -2.293 5.281
H30 -4.868 2.391 2.537
H31 0.666 -4.981 -2.435
H32 -3.334 -0.788 4.300
H33 1.287 2.574 -1.782
H34 -1.594 1.713 -5.128
H35 -2.848 -2.080 3.214
H36 -2.863 1.070 -1.393
H37 3.195 4.009 2.933
H38 0.041 1.806 4.174
H39 -1.113 1.316 5.399
H40 0.097 -2.844 1.382
H41 3.956 -1.039 1.613
H42 3.768 0.692 5.558
H43 -3.965 0.594 0.572
H44 3.097 -5.359 -2.252
H45 4.058 3.091 5.044
H46 -0.819 -1.435 -5.669
H47 -3.708 -0.640 -3.978
H48 -1.850 2.076 -0.552
H49 1.963 2.531 1.357
H50 -1.678 1.945 3.863

# 5
Computed, not measured: a structure of composition C36H50CsGeN7O5 in a non-equilibrium geometry, with wB97M-V/def2-TZVPD.

Calculated values
E_tot	-4258.28538	Eh
F_max	3.18	eV/Å
frontier orbital gap	4.292	eV

Element x y z (Å)
Cs1 -0.359 0.633 -0.362
Ge1 2.143 3.089 2.581
O1 0.411 2.976 -3.921
O2 -1.126 2.032 -2.612
O3 -3.577 0.222 3.347
O4 2.741 0.828 -1.794
O5 1.725 -4.171 2.188
N1 1.708 -2.500 0.673
N2 2.662 2.482 -4.686
N3 -2.804 0.445 1.245
N4 1.770 4.528 -5.336
N5 2.183 4.103 -3.095
N6 -0.783 -1.599 2.024
N7 -0.612 -0.426 -3.282
C1 3.312 1.700 3.377
C2 3.571 0.003 -2.129
C3 0.350 2.539 2.502
C4 -3.912 1.410 1.341
C5 5.357 -2.977 -0.153
C6 -3.582 2.833 0.949
C7 -1.880 -1.319 2.726
C8 2.916 -4.408 1.438
C9 -2.331 3.226 0.507
C10 2.916 -3.286 0.370
C11 4.306 -1.432 1.352
C12 -3.068 5.513 0.380
C13 2.408 1.825 -5.968
C14 -4.350 1.314 2.823
C15 5.032 0.338 -2.139
C16 -1.621 -3.214 4.152
C17 0.936 1.561 -6.275
C18 -0.480 -3.517 3.440
C19 -2.724 -0.147 2.359
C20 2.976 3.415 0.791
C21 1.155 -3.047 1.673
C22 2.090 3.652 -4.357
C23 6.591 -2.398 0.109
C24 -4.585 3.794 1.090
C25 6.685 -1.338 1.003
C26 -2.075 4.562 0.227
C27 5.538 -0.847 1.613
C28 -0.096 -2.681 2.393
C29 0.236 0.582 -3.923
C30 4.209 -2.509 0.481
C31 -4.332 5.125 0.809
C32 0.258 0.458 -5.457
C33 -0.205 1.983 -3.438
C34 -2.332 -2.088 3.797
C35 3.123 -1.364 -2.579
C36 2.530 4.789 3.533
H1 2.395 4.167 0.249
H2 5.288 -3.821 -0.832
H3 -4.706 1.053 0.678
H4 1.533 4.838 -2.854
H5 1.501 4.107 -6.211
H6 2.961 0.884 -5.958
H7 0.370 2.483 -6.155
H8 3.010 1.482 4.402
H9 2.799 1.872 -3.897
H10 5.178 1.405 -2.300
H11 -5.573 3.497 1.428
H12 0.118 1.619 3.045
H13 4.363 2.004 3.380
H14 2.975 2.490 0.208
H15 5.595 -0.014 2.302
H16 7.647 -0.889 1.213
H17 2.222 3.391 -2.371
H18 0.876 1.271 -7.328
H19 2.417 -1.759 -1.848
H20 5.426 0.091 -1.151
H21 -1.586 -0.196 -3.453
H22 -0.409 3.306 2.649
H23 0.120 -4.379 3.683
H24 -1.540 2.505 0.392
H25 -2.863 6.555 0.169
H26 3.218 0.782 2.795
H27 2.884 -5.413 1.020
H28 3.952 -2.053 -2.722
H29 -3.226 -1.795 4.325
H30 2.818 -3.710 -0.633
H31 -4.098 2.216 3.379
H32 -1.948 -3.841 4.971
H33 3.767 -4.322 2.114
H34 -1.085 4.847 -0.104
H35 3.601 5.004 3.560
H36 1.113 5.240 -5.049
H37 2.857 2.435 -6.757
H38 -5.117 5.861 0.929
H39 5.584 -0.248 -2.873
H40 2.577 -1.257 -3.521
H41 0.730 -0.505 -5.694
H42 2.028 5.618 3.028
H43 1.245 0.436 -3.537
H44 4.008 3.773 0.880
H45 2.155 4.740 4.556
H46 7.480 -2.780 -0.376
H47 -5.404 1.079 2.957
H48 -0.776 0.389 -5.804
H49 -0.427 -1.350 -3.658
H50 3.414 -1.061 1.838